Record 1
Molecular formula: C41H37F5HfOP2
Method: DFT, the ωB97M-V functional and the def2-TZVPD basis

Values from the calculation:
- energy (eV) = -78614.790
- charge = +2
- highest occupied orbital energy (Ha) = -0.4260
- LUMO (eV) = -9.03

```
87
Properties=species:S:1:pos:R:3:forces:R:3
Hf 2.7767 0.5896 0.8892 -0.62 3.26 2.73
C 4.9529 0.3733 -0.6722 -1.16 -0.76 -3.00
C 3.6722 0.3497 -1.2678 3.67 -0.12 -1.33
C 3.0344 -0.9213 -1.8497 -0.14 0.09 -0.43
C 2.6844 -2.0593 -0.8626 -0.68 -0.24 -0.37
C 2.6974 -1.6771 0.6061 2.81 -2.04 0.92
C 3.8984 -1.4787 1.3220 -0.62 -3.86 -1.03
C 5.3186 -1.7125 0.7726 0.47 0.77 0.64
C 5.7246 -0.9007 -0.4908 0.69 -0.08 0.40
C 1.0005 1.3516 1.8413 -0.79 0.74 -0.27
H 5.5418 1.2988 -0.7105 -0.56 -0.01 0.56
H 3.4778 1.2368 -1.8680 -0.18 0.04 0.56
H 3.6872 -1.3584 -2.6316 0.09 0.48 0.43
H 2.1390 -0.6158 -2.4145 0.23 0.00 0.46
H 1.6809 -2.4153 -1.1300 0.10 0.20 0.32
H 3.3042 -2.9511 -1.0591 0.20 0.47 0.48
H 1.7984 -1.9118 1.1819 -0.19 0.52 0.31
H 3.8942 -1.5222 2.4189 -0.44 0.49 -0.19
H 5.5446 -2.7913 0.6033 -0.71 0.53 0.14
H 6.0155 -1.4243 1.5888 -0.48 -0.13 -0.45
H 6.7999 -0.6315 -0.4048 -0.68 -0.30 0.02
H 5.6394 -1.5260 -1.4078 -0.24 0.48 0.47
H 1.2032 2.2186 2.5073 0.15 -0.49 -0.21
H 0.4554 0.6111 2.4455 0.10 -0.09 0.00
H 0.2796 1.7406 1.0980 0.12 -0.19 0.56
P -2.8191 1.3251 -1.4728 -0.75 0.91 -0.10
P -3.5294 -0.8728 0.5486 -1.63 -0.25 0.93
C -2.9934 -0.3878 -2.0648 0.26 -1.12 0.17
C -3.3416 -1.3569 -1.1808 0.42 0.61 -0.82
C -3.8871 2.2853 -2.6036 -0.15 -0.03 -0.65
C -4.2864 1.7754 -3.8489 -0.37 0.37 -0.04
C -5.2273 2.4580 -4.6324 0.12 0.05 0.24
C -5.7700 3.6664 -4.1697 0.19 -0.24 0.07
C -5.3194 4.2199 -2.9636 0.14 -0.24 -0.22
C -4.3664 3.5408 -2.1984 -0.13 -0.23 -0.16
C -1.1586 1.7756 -2.0716 0.63 -0.94 -0.46
C -0.1596 1.2762 -1.2080 0.11 0.59 0.28
C 1.1433 1.7140 -1.3641 -0.06 0.43 0.12
C 1.5284 2.3897 -2.5264 0.35 0.15 0.15
C 0.5626 2.7562 -3.4649 -0.04 -0.19 0.21
C -0.7999 2.5191 -3.2070 0.54 -0.15 0.42
C -5.3486 -1.3780 0.7475 0.13 -0.01 -0.20
C -6.2920 -0.6404 0.0094 0.00 -0.31 0.26
C -7.6557 -0.9373 0.0989 0.20 -0.04 0.01
C -8.0966 -1.9757 0.9252 0.16 -0.01 0.06
C -7.1640 -2.7304 1.6457 0.04 0.21 -0.18
C -5.7982 -2.4369 1.5513 0.02 0.16 -0.18
C -2.6870 -2.2229 1.4254 0.17 -0.14 0.00
C -2.4759 -2.0406 2.8077 0.06 -0.37 -0.54
C -1.7960 -3.0160 3.5292 0.01 -0.07 0.04
C -1.3056 -4.1581 2.8843 -0.04 0.10 -0.12
C -1.5153 -4.3309 1.5132 0.05 0.07 0.07
C -2.2084 -3.3680 0.7776 0.11 0.03 0.52
H -2.7578 -0.6370 -3.1087 -0.33 0.04 0.32
H -3.5166 -2.4092 -1.4582 0.09 0.66 -0.24
H -3.8679 0.8371 -4.2043 -0.22 0.13 0.00
H -5.5390 2.0340 -5.5942 0.09 0.23 0.44
H -6.5449 4.1704 -4.7527 0.32 -0.12 0.20
H -5.7185 5.1738 -2.6182 0.14 -0.26 -0.10
H -3.9873 3.9732 -1.2768 -0.23 -0.04 0.02
H -0.4293 0.6360 -0.3635 -0.23 0.39 -0.20
H 1.8389 1.7924 -0.4480 -0.97 0.23 -1.40
H 2.5851 2.6417 -2.6727 -0.53 0.26 -0.13
H 0.8786 3.2484 -4.3839 -0.13 -0.03 0.26
H -1.5581 2.9052 -3.8908 0.14 -0.17 0.27
H -5.9468 0.1483 -0.6586 -0.15 -0.02 0.13
H -8.3733 -0.3602 -0.4892 0.23 -0.19 0.22
H -9.1662 -2.2007 1.0022 0.48 0.08 -0.04
H -7.4985 -3.5587 2.2741 0.12 0.28 -0.20
H -5.0749 -3.0543 2.0832 -0.20 0.15 -0.01
H -2.8706 -1.1489 3.2992 0.13 -0.22 -0.11
H -1.6651 -2.8889 4.6040 0.02 -0.10 -0.25
H -0.7731 -4.9201 3.4540 -0.17 0.19 -0.14
H -1.1573 -5.2237 1.0043 -0.04 0.09 0.19
H -2.3896 -3.5237 -0.2869 0.13 -0.02 0.40
F 9.2204 1.7385 3.9340 -1.39 -0.23 -0.47
C 7.9325 1.6296 3.5504 0.88 0.41 0.24
C 7.1927 0.4859 3.8557 0.99 -0.48 0.49
F 7.7969 -0.5923 4.4076 -0.69 1.22 -0.25
C 5.8373 0.4624 3.6097 -0.64 -0.33 0.14
F 5.1207 -0.5449 4.1867 0.24 0.54 -1.17
C 5.2293 1.4396 2.7891 2.10 0.58 0.69
O 4.0764 1.2266 2.1700 -1.72 -0.91 -1.35
C 5.9838 2.5986 2.5040 -0.39 0.02 -0.35
F 5.4247 3.6034 1.7768 0.36 -1.04 0.57
C 7.3060 2.7079 2.9194 0.51 0.97 0.41
F 7.9574 3.8875 2.7897 -0.62 -1.41 -0.14
```
Forces are in eV/Å.

Record 2
Molecular formula: C42H96BFN2O4P
Method: DFT, the ωB97M-V functional and the def2-TZVPD basis

Values from the calculation:
- energy (eV) = -68958.909
- charge = +1
- highest occupied orbital energy (Ha) = -0.4260
- LUMO (eV) = -2.52

```
147
Properties=species:S:1:pos:R:3:forces:R:3
C 0.7464 3.9640 4.9164 0.03 -0.05 0.05
C 0.6345 3.4658 3.4854 0.01 0.01 -0.07
N 1.2229 2.0951 3.3485 0.20 0.02 0.16
C 0.3596 0.9526 3.7437 -0.13 -0.11 0.26
C 1.2128 -0.2448 3.3582 -0.11 0.00 0.25
F 1.9348 -0.6030 4.4980 -0.01 0.05 -0.18
C 2.1342 0.2195 2.1920 0.03 0.11 -0.34
C 1.7690 -0.6838 0.9978 -0.10 -0.11 -0.01
O 2.1347 -0.1922 -0.2809 0.18 0.22 0.25
N 3.4550 -0.6105 -0.6245 -0.13 0.01 -0.07
O 3.7859 -0.1071 -1.6120 0.06 -0.10 -0.07
P 3.9080 0.3577 2.8724 -0.08 -0.04 0.05
C 4.6686 -1.3378 2.8510 -0.07 -0.12 -0.09
C 3.7920 -2.5884 3.0364 0.03 -0.03 0.11
C 4.9349 1.1217 1.5480 0.06 0.10 0.00
C 6.2875 1.5125 2.1918 -0.01 0.09 0.00
C 1.7272 1.7172 1.9750 -0.30 0.18 0.02
B 0.6497 2.0695 0.8197 -0.02 0.27 0.06
O 1.2034 2.6628 -0.2568 0.02 -0.28 -0.34
O -0.6998 1.9340 1.0221 0.08 -0.63 0.03
C -1.4666 0.8775 0.4271 -0.11 0.07 -0.11
H 0.0230 4.7584 5.0913 0.03 -0.01 0.00
H 1.7408 4.3631 5.1187 -0.01 -0.04 0.00
H 0.5516 3.1682 5.6394 -0.11 0.06 -0.03
H -0.3948 3.4120 3.1303 0.05 -0.03 -0.01
H 1.2071 4.0996 2.8069 -0.12 0.06 -0.01
H 2.0432 2.0449 3.9711 0.06 0.04 -0.13
H -0.5820 1.0328 3.2051 0.11 -0.05 -0.14
H 0.1672 0.9548 4.8158 0.01 0.05 -0.03
H 0.6102 -1.1166 3.0940 0.04 0.06 0.00
H 0.6781 -0.7637 0.9373 0.05 -0.04 0.04
H 2.1551 -1.6937 1.1454 0.08 0.07 -0.01
H 5.4254 -1.3034 3.6368 -0.02 0.03 -0.01
H 5.2082 -1.4220 1.9052 0.03 -0.01 0.06
H 4.3196 -3.3286 3.6382 0.01 0.02 -0.04
H 2.8525 -2.3930 3.5513 0.07 -0.02 -0.03
H 3.5809 -3.0644 2.0781 -0.06 0.06 0.02
H 5.1107 0.4356 0.7237 -0.05 -0.03 0.01
H 4.4486 2.0065 1.1340 0.03 -0.04 -0.01
H 6.3998 2.5951 2.2434 -0.01 -0.02 -0.01
H 6.3918 1.1459 3.2168 0.00 -0.06 -0.07
H 7.1208 1.1190 1.6127 0.00 0.01 0.02
H 2.5740 2.3736 1.7708 0.12 -0.17 0.12
H 0.6513 2.7262 -1.0505 0.02 0.18 0.27
H -1.1332 0.6581 -0.5898 -0.02 0.09 0.02
H -2.5129 1.1764 0.4028 0.06 0.07 0.01
H -1.3758 -0.0390 1.0190 -0.05 0.06 0.02
C 1.6859 -0.8034 7.7797 -0.02 -0.06 -0.02
C 0.3513 -1.3595 7.2954 -0.03 0.07 -0.01
C -0.8550 -0.8217 8.0647 -0.01 0.00 0.01
C -0.8642 -1.1553 9.5582 0.00 0.01 0.00
C -0.7971 -2.6479 9.8791 -0.01 0.00 0.01
C -1.9752 -3.4441 9.3293 0.01 -0.01 -0.01
H 1.8737 -1.0741 8.8191 0.02 0.02 0.00
H 2.5150 -1.1886 7.1849 0.00 0.01 -0.01
H 1.7042 0.2880 7.7121 0.00 0.01 0.03
H 0.3688 -2.4513 7.3453 -0.01 0.00 0.00
H 0.2251 -1.1119 6.2371 0.00 -0.05 -0.01
H -1.7699 -1.2004 7.6008 0.00 0.00 0.01
H -0.8901 0.2688 7.9552 0.01 0.00 -0.01
H -1.7747 -0.7381 9.9988 0.00 -0.01 0.00
H -0.0327 -0.6462 10.0525 0.00 0.00 -0.01
H -0.7602 -2.7642 10.9646 0.00 -0.01 0.00
H 0.1386 -3.0705 9.5016 0.01 0.01 0.01
H -2.9205 -3.0577 9.7163 0.00 0.01 -0.01
H -1.9058 -4.4949 9.6113 0.00 0.00 0.01
H -2.0207 -3.4025 8.2393 0.00 0.00 0.00
C -2.6294 4.9309 1.2549 0.01 -0.04 0.01
C -2.3310 4.5941 -0.2014 0.02 0.11 -0.06
C -2.3268 5.8092 -1.1326 0.00 0.02 0.03
C -3.6540 6.5692 -1.2211 0.03 -0.01 0.06
C -4.8523 5.7307 -1.6596 0.00 0.00 -0.04
C -4.6967 5.1306 -3.0519 -0.04 -0.04 0.00
H -3.6170 5.3775 1.3745 0.00 0.00 0.00
H -2.6009 4.0333 1.8784 0.00 0.00 -0.01
H -1.8967 5.6413 1.6473 -0.01 0.03 0.00
H -3.0560 3.8599 -0.5599 -0.04 -0.07 -0.04
H -1.3516 4.1094 -0.2552 -0.03 0.01 -0.02
H -2.0232 5.4866 -2.1324 -0.01 0.00 0.00
H -1.5532 6.5068 -0.7959 0.01 0.00 0.00
H -3.5283 7.3991 -1.9224 0.01 0.00 0.00
H -3.8777 7.0282 -0.2543 0.02 0.00 0.01
H -5.7428 6.3636 -1.6394 0.00 -0.01 0.01
H -5.0357 4.9334 -0.9343 -0.01 -0.04 0.04
H -4.5407 5.9126 -3.7979 0.01 0.00 0.00
H -5.5853 4.5680 -3.3429 0.01 0.01 0.01
H -3.8468 4.4480 -3.1060 0.02 -0.02 0.00
C 2.0616 -5.0107 -4.3568 -0.01 -0.01 0.04
C 0.6176 -4.8194 -3.9069 0.00 0.00 -0.02
C -0.0784 -3.6360 -4.5790 0.00 0.01 0.01
C 0.5723 -2.2763 -4.3156 -0.02 -0.02 -0.01
C 0.7100 -1.9073 -2.8404 0.00 0.06 0.02
C -0.6231 -1.8030 -2.1076 0.01 -0.03 0.02
H 2.6807 -4.1461 -4.1083 0.01 0.00 0.00
H 2.5117 -5.8824 -3.8801 -0.01 -0.01 -0.01
H 2.1149 -5.1563 -5.4378 0.01 0.02 0.00
H 0.5864 -4.7035 -2.8188 -0.02 0.00 0.00
H 0.0474 -5.7250 -4.1267 0.01 -0.01 0.01
H -1.1250 -3.6120 -4.2624 0.00 0.02 0.00
H -0.0976 -3.8025 -5.6602 0.00 -0.02 0.01
H -0.0141 -1.5037 -4.8232 0.00 0.01 0.01
H 1.5633 -2.2486 -4.7751 0.00 -0.01 -0.01
H 1.2325 -0.9494 -2.7676 0.01 -0.01 0.00
H 1.3458 -2.6393 -2.3319 0.02 0.00 -0.01
H -1.2703 -1.0554 -2.5748 -0.01 -0.02 -0.01
H -0.4742 -1.5155 -1.0631 0.00 -0.02 -0.01
H -1.1623 -2.7512 -2.1059 0.00 0.00 -0.01
C 5.4380 -3.3411 -5.7261 0.00 0.02 0.01
C 4.2922 -2.9619 -6.6576 0.00 0.00 0.03
C 4.0103 -4.0073 -7.7354 -0.01 0.00 -0.02
C 5.1703 -4.2624 -8.7005 0.00 -0.01 0.01
C 5.6693 -3.0244 -9.4446 0.00 -0.01 -0.01
C 4.6089 -2.3748 -10.3266 0.00 0.02 0.01
H 6.3805 -3.4433 -6.2658 0.00 0.00 0.00
H 5.5860 -2.5850 -4.9529 -0.01 0.00 0.00
H 5.2343 -4.2930 -5.2291 0.01 -0.01 -0.01
H 4.5006 -1.9937 -7.1214 0.00 0.00 -0.01
H 3.3842 -2.8218 -6.0642 -0.01 0.02 -0.02
H 3.1243 -3.7044 -8.3002 0.00 0.00 -0.01
H 3.7495 -4.9540 -7.2509 0.00 0.00 0.01
H 4.8514 -5.0109 -9.4325 0.01 0.01 0.00
H 6.0059 -4.7125 -8.1579 -0.01 0.00 0.01
H 6.5227 -3.3136 -10.0628 0.00 0.01 0.00
H 6.0516 -2.2887 -8.7309 0.01 -0.01 0.01
H 4.2310 -3.0839 -11.0664 -0.01 0.00 0.01
H 5.0146 -1.5175 -10.8649 0.00 -0.01 -0.01
H 3.7581 -2.0202 -9.7420 0.00 0.00 0.00
C -4.4800 0.9288 -2.1213 0.02 0.00 0.04
C -5.2801 1.5546 -0.9852 0.03 -0.02 0.01
C -6.1001 0.5456 -0.1837 -0.02 -0.01 0.01
C -7.1609 -0.1988 -0.9969 0.00 0.00 0.00
C -8.1677 0.7060 -1.7067 -0.01 -0.01 0.00
C -8.9842 1.5741 -0.7561 0.01 0.02 -0.01
H -5.1310 0.4508 -2.8540 0.01 0.00 -0.01
H -3.8864 1.6761 -2.6503 0.01 0.02 0.00
H -3.7985 0.1624 -1.7389 -0.01 -0.03 -0.03
H -5.9346 2.3310 -1.3867 -0.03 0.04 -0.01
H -4.5996 2.0683 -0.2996 0.04 0.06 0.02
H -6.5770 1.0632 0.6529 -0.01 -0.01 0.00
H -5.4236 -0.1917 0.2639 0.01 0.01 -0.01
H -7.7004 -0.8733 -0.3251 -0.01 0.00 -0.01
H -6.6743 -0.8399 -1.7369 0.01 0.00 0.01
H -8.8436 0.0771 -2.2908 0.00 0.01 0.00
H -7.6517 1.3435 -2.4313 0.00 -0.02 0.00
H -9.5317 0.9579 -0.0396 0.01 0.00 0.01
H -9.7120 2.1765 -1.3003 0.00 -0.01 0.00
H -8.3524 2.2609 -0.1894 0.00 0.00 0.00
```
Forces are in eV/Å.

Record 3
Molecular formula: C5H5N2O2
Method: DFT, the ωB97M-V functional and the def2-TZVPD basis

Values from the calculation:
- energy (eV) = -12336.873
- charge = -1
- highest occupied orbital energy (spin up / spin down) (Ha) = -0.0384 / -0.0384
- LUMO (spin up / spin down) (eV) = 4.04 / 4.04

```
14
Properties=species:S:1:pos:R:3:forces:R:3
O -2.6344 -1.1258 -0.5976 -0.83 -1.12 0.06
N -1.3835 -0.7302 -0.6550 3.65 3.98 1.31
C -0.1664 -1.5695 -0.9827 -2.43 -3.37 0.38
N 1.0697 -0.9949 -0.4387 1.55 -0.77 1.50
C 0.6181 0.1855 0.1797 -0.72 0.65 1.08
C 1.1022 1.3351 0.8421 0.15 -0.24 -0.11
C -0.0080 2.1078 1.0726 1.12 0.51 -0.15
O -1.1354 1.5500 0.5055 -0.76 -0.43 0.58
C -0.7679 0.3048 0.1435 0.50 -1.59 -2.66
H -0.0890 -1.7392 -2.0733 0.04 0.47 0.20
H -0.4933 -2.6413 -0.5991 1.02 1.51 -0.25
H 1.6658 -1.5460 0.2788 -1.78 0.51 -1.76
H 2.0928 1.6976 1.1660 -0.53 -0.57 -0.46
H 0.1292 3.1660 1.1583 -0.98 0.47 0.29
```
Forces are in eV/Å.

Record 4
Molecular formula: C2H9N2O
Method: DFT, the ωB97M-V functional and the def2-TZVPD basis

Values from the calculation:
- energy (eV) = -7236.919
- charge = +1
- highest occupied orbital energy (Ha) = -0.4349
- LUMO (eV) = -5.40

```
14
Properties=species:S:1:pos:R:3:forces:R:3
C 0.3420 1.3358 0.9809 4.35 2.41 -3.44
C -0.6643 -1.1806 -0.6269 -2.05 0.53 -3.86
N -0.4078 2.3089 1.6715 -3.36 -0.14 1.59
N 0.3259 -2.0915 -1.6583 -0.49 -0.78 1.16
O -1.7740 -0.9574 -0.9183 1.37 -1.02 0.94
H 0.3149 1.2747 -0.1800 0.11 0.63 1.61
H 0.5354 0.3432 1.2932 -1.62 -1.32 1.35
H 1.3136 1.6930 1.3743 1.03 -0.45 -1.88
H 0.0844 -0.6547 -0.1332 0.82 0.66 2.10
H -0.9339 3.1992 1.3259 1.18 -3.17 0.48
H -0.8212 1.5997 2.2926 -1.52 2.39 0.54
H 0.0762 -2.2950 -2.6257 -0.51 0.18 -0.01
H 1.2093 -1.5821 -1.6486 0.23 -0.35 -0.02
H 0.3995 -2.9930 -1.1474 0.45 0.44 -0.55
```
Forces are in eV/Å.

Record 5
Molecular formula: C11H19N10ORhS
Method: DFT, the ωB97M-V functional and the def2-TZVPD basis

Values from the calculation:
- <S²> = 8.79
- multiplicity = 6
- energy (eV) = -42498.836
- charge = +1
- highest occupied orbital energy (spin up / spin down) (Ha) = -0.2946 / -0.3971
- LUMO (spin up / spin down) (eV) = -2.12 / -4.43

```
43
Properties=species:S:1:pos:R:3:forces:R:3
Rh -0.1924 0.6245 -0.7481 -0.55 0.41 0.10
C -1.4913 0.6882 4.0555 0.00 -0.01 0.02
N -1.9890 1.7859 3.2375 0.00 -0.06 -0.06
C -3.2418 2.3761 3.7102 0.01 0.03 0.02
C -1.6885 1.7527 1.9035 -0.10 0.05 -0.10
N -1.0799 0.7904 1.3058 0.17 -0.01 0.07
N -2.0639 2.9070 1.2232 0.07 -0.01 0.03
C -2.0443 3.1777 -0.1362 -0.08 -0.11 0.13
N -2.4941 4.4287 -0.4253 0.02 0.04 -0.02
N -1.6245 2.3328 -1.0040 0.21 -0.07 -0.12
H -1.5630 0.9780 5.1007 0.00 0.00 -0.01
H -0.4425 0.5023 3.8318 0.01 0.01 0.02
H -2.0635 -0.2347 3.9120 0.00 0.00 -0.01
H -3.2049 2.4163 4.7955 -0.01 0.00 0.00
H -4.1095 1.7834 3.4089 0.00 -0.01 0.00
H -3.3809 3.3972 3.3643 0.00 0.00 0.00
H -0.9662 -0.0262 1.8915 -0.01 0.00 0.00
H -2.2224 3.7024 1.8167 0.03 0.03 -0.02
H -3.0885 4.9227 0.2170 -0.03 -0.02 0.00
H -2.5754 4.6927 -1.3915 0.00 0.00 0.00
H -1.7036 2.6664 -1.9581 -0.05 0.01 0.02
O 1.7018 -0.0839 -0.0147 0.27 -0.18 -0.03
N 1.7846 -1.3198 0.3892 -0.14 0.02 -0.02
C 3.0316 -1.7158 0.9290 -0.11 0.01 -0.04
C 3.3321 -3.0141 1.0234 0.05 -0.13 -0.01
C 2.4246 -4.0441 0.5646 0.16 0.10 0.08
C 1.2419 -3.6542 -0.0288 -0.22 0.18 -0.11
C 0.8721 -2.3238 -0.1714 0.37 -0.11 0.17
S -0.5826 -1.7619 -0.8557 -0.17 -0.09 -0.04
H 3.6610 -0.8948 1.2319 -0.02 0.02 0.01
H 4.2898 -3.2802 1.4499 -0.01 -0.03 0.00
H 2.6792 -5.0855 0.6779 0.00 -0.01 -0.01
H 0.5350 -4.3909 -0.3892 0.00 -0.01 0.00
N 2.8387 -1.9587 -5.4526 -0.01 0.00 -0.02
C 1.9972 -1.4666 -4.5367 0.03 0.08 -0.10
N 1.5482 -2.2737 -3.5701 -0.07 0.07 0.03
N 1.6722 -0.1819 -4.6562 -0.03 -0.12 0.25
C 0.9622 0.3510 -3.7101 -0.08 0.09 -0.13
N 0.3153 0.8938 -2.9063 0.24 -0.16 -0.07
H 3.0981 -2.9271 -5.4820 -0.02 -0.01 -0.02
H 3.1514 -1.3416 -6.1814 0.03 0.00 0.02
H 1.8325 -3.2351 -3.5058 0.03 0.01 -0.02
H 0.8431 -1.9553 -2.9155 0.04 -0.01 0.02
```
Forces are in eV/Å.